ORCA calculation (the ωB97M-V functional and the def2-TZVPD basis) on a cluster of 2 separate species, C25H40F3NO7S in total.

XYZ file:
```
77
Properties=species:S:1:pos:R:3
C 4.391 -3.355 0.023
C 4.797 -1.873 0.031
C 4.752 -1.344 1.462
C 4.807 0.163 1.649
N 3.708 0.939 0.971
C 4.129 1.460 -0.372
C 3.044 2.348 -0.941
C 1.765 1.525 -1.044
C 0.665 2.162 -1.887
O -0.579 1.770 -1.366
C -1.465 1.250 -2.349
C -2.947 1.456 -2.019
O -3.430 0.141 -2.036
C -4.488 -0.197 -1.152
C -4.319 -1.667 -0.804
O -4.461 -1.828 0.599
C -3.841 -3.028 1.051
C -4.542 -3.495 2.300
C 1.298 1.091 0.342
C 0.843 2.238 1.252
C -0.218 1.673 2.173
O 0.111 0.814 2.953
C -1.629 2.116 2.075
C -2.596 1.276 2.639
C -3.937 1.630 2.578
C -4.315 2.804 1.937
C -3.354 3.642 1.375
C -2.006 3.304 1.452
C 2.396 0.231 0.951
H 3.305 -3.401 0.020
H 4.765 -3.884 0.892
H 4.695 -3.828 -0.903
H 4.102 -1.375 -0.639
H 5.789 -1.771 -0.403
H 5.643 -1.723 1.960
H 3.920 -1.775 2.011
H 4.756 0.393 2.709
H 5.761 0.543 1.295
H 3.561 1.780 1.528
H 4.439 0.660 -1.030
H 5.008 2.073 -0.181
H 3.361 2.747 -1.899
H 2.858 3.186 -0.265
H 2.051 0.604 -1.559
H 0.749 3.245 -2.020
H 0.784 1.736 -2.883
H -1.262 1.666 -3.334
H -1.294 0.179 -2.373
H -3.397 2.080 -2.794
H -3.077 1.949 -1.055
H -5.428 -0.002 -1.670
H -4.434 0.359 -0.216
H -5.051 -2.253 -1.362
H -3.317 -1.965 -1.105
H -2.787 -2.843 1.260
H -3.905 -3.783 0.268
H -4.384 -2.783 3.108
H -5.612 -3.552 2.130
H -4.151 -4.459 2.612
H 0.475 0.402 0.185
H 1.634 2.705 1.837
H 0.387 2.992 0.622
H -2.280 0.369 3.125
H -4.696 1.005 3.020
H -5.355 3.080 1.862
H -3.665 4.558 0.899
H -1.270 3.966 1.029
H 2.441 -0.691 0.387
H 2.135 0.002 1.980
C -0.326 -2.453 -2.974
F -0.831 -3.684 -3.125
F -0.719 -1.738 -4.041
F -0.897 -1.902 -1.890
S 1.506 -2.428 -2.750
O 1.992 -3.017 -3.972
O 1.682 -3.215 -1.549
O 1.758 -1.004 -2.591
```

Output
Maximum force ... 1.1 eV/Å
Calculated total energy ... -2255.75866 a.u.
Kohn-Sham gap ... 8.395 eV